(1)
Density functional theory data (the ωB97M-V functional and the def2-TZVPD basis) for a cluster of 3 separate species, C10H14IN6S in total at a distorted geometry.

Properties
- net charge = +1
- E (eV) = -38461.9068
- E_LUMO (hartree) = -0.16575
- orbital gap (Eh) = 0.204
- highest occupied orbital energy (eV) = -10.07

Element x y z (Å)
N (-0.8170, -4.7228, 0.6245)
C (-0.3709, -3.7042, 1.4303)
N (-1.0743, -3.5751, 2.7857)
C (-0.3033, -2.4089, 3.3626)
I (-0.8818, -1.7275, 5.3588)
N (0.7463, -1.9475, 2.3772)
S (1.8580, -0.6128, 2.7671)
N (0.7301, -2.6861, 1.1962)
H (-1.3806, -5.4954, 1.0827)
H (-0.6920, -4.7763, -0.4209)
H (2.7282, -1.2212, 3.7283)
H (1.3064, -2.6110, 0.3258)
N (-1.2754, -0.2127, 0.4380)
C (-0.9200, 0.2180, -0.8137)
C (-2.0427, 0.1838, -1.6103)
C (-3.1142, -0.2781, -0.8092)
C (-2.6128, -0.5125, 0.4516)
H (-0.6491, -0.2954, 1.2283)
H (0.0990, 0.5096, -1.0302)
H (-2.0856, 0.4627, -2.6551)
H (-4.1412, -0.4235, -1.1186)
H (-3.0917, -0.8672, 1.3545)
N (1.4217, 2.6289, -2.2933)
C (1.8254, 3.5977, -3.1748)
C (2.2019, 4.7047, -2.4475)
C (2.0245, 4.3904, -1.0789)
C (1.5445, 3.1015, -1.0126)
H (1.0864, 1.7089, -2.5479)
H (1.8089, 3.4174, -4.2413)
H (2.5661, 5.6374, -2.8582)
H (2.2258, 5.0347, -0.2328)
H (1.2794, 2.4824, -0.1660)



(2)
Density functional theory data (the ωB97M-V functional and the def2-TZVPD basis) for a structure of composition C6H10Cl2FLa at a distorted geometry.

Properties
- net charge = +2
- E (eV) = -34983.9707
- E_LUMO (hartree) = -0.38124
- orbital gap (Eh) = 0.212
- highest occupied orbital energy (eV) = -16.13

Element x y z (Å)
C (-0.8480, 0.5921, 1.9963)
C (-1.2356, -0.2237, 0.7629)
Cl (-2.9319, -0.7251, 0.8465)
C (-1.0532, 0.4842, -0.5816)
Cl (-2.0293, 1.9882, -0.5817)
C (0.3390, 0.9348, -0.8587)
C (1.3864, -0.2430, -0.6949)
C (0.9697, -1.6035, -1.2269)
F (0.1948, -1.4519, -2.3187)
H (-0.4138, 1.5479, 1.7573)
H (-0.1626, 0.0199, 2.5932)
H (-1.7240, 0.7509, 2.5972)
H (-0.6979, -1.1492, 0.7868)
H (-1.4203, -0.0942, -1.4111)
H (0.5331, 1.7178, -0.0475)
H (2.2983, 0.0378, -1.3233)
H (1.7632, -0.3776, 0.3331)
H (1.8626, -2.1464, -1.5030)
H (0.4964, -2.1795, -0.4548)
La (2.6730, 2.1204, -0.6712)



(3)
Density functional theory data (the ωB97M-V functional and the def2-TZVPD basis) for a structure of composition C28H54Cl2InN11O2SSe3Te.

Properties
- relative energy (zero: lowest compared OMol25 entry of this formula, charge and spin) (kcal per mole) = 10.6
- E (eV) = -294786.2584
- E_LUMO (hartree) = -0.00318
- orbital gap (Eh) = 0.204
- highest occupied orbital energy (eV) = -5.64

Element x y z (Å)
In (-0.1546, 0.5112, -0.2734)
C (-0.2781, 4.3752, 2.4669)
N (-1.6745, 4.0730, 2.2135)
C (-2.5976, 5.0895, 2.6797)
C (-2.0804, 3.0224, 1.4318)
N (-1.5685, 1.8258, 1.4951)
C (-0.7487, 1.5588, 2.6756)
C (-0.8731, 0.0918, 2.9806)
N (-0.2513, -0.6942, 1.9044)
C (1.1077, -1.1693, 2.2717)
C (2.0502, -0.1085, 2.8266)
N (2.4080, 0.9133, 1.8654)
C (3.6438, 1.0300, 1.5223)
N (4.0697, 2.1276, 0.8149)
C (3.1893, 3.2591, 0.6518)
C (5.0018, 1.9582, -0.2873)
N (4.6436, 0.1115, 1.8437)
C (4.5659, -1.2464, 1.3369)
C (5.9644, 0.5595, 2.2182)
C (-1.0887, -1.8631, 1.5913)
C (-2.2825, -1.4123, 0.7812)
N (-1.7837, -1.1491, -0.5682)
C (-2.4778, -1.6520, -1.5650)
N (-1.8989, -1.9771, -2.7355)
C (-2.5838, -1.7840, -4.0000)
C (-0.4548, -2.0019, -2.8309)
N (-3.7956, -2.0302, -1.4286)
C (-4.3216, -3.2240, -2.0577)
C (-4.7760, -1.1338, -0.8660)
N (-3.1956, 3.2770, 0.6752)
C (-4.1023, 2.2110, 0.3163)
C (-3.2465, 4.4398, -0.1896)
H (-0.0672, 5.3917, 2.1326)
H (0.3611, 3.7064, 1.9030)
H (-0.0460, 4.3040, 3.5334)
H (-2.3892, 5.2972, 3.7317)
H (-3.6220, 4.7394, 2.5886)
H (-2.4934, 6.0293, 2.1271)
H (-1.0591, 2.1583, 3.5358)
H (0.3036, 1.7789, 2.4797)
H (-1.9310, -0.1652, 3.0261)
H (-0.4411, -0.1679, 3.9502)
H (1.5259, -1.6443, 1.3829)
H (0.9985, -1.9561, 3.0283)
H (2.9179, -0.6423, 3.2214)
H (1.5841, 0.3811, 3.6896)
H (2.5388, 3.3443, 1.5165)
H (2.5687, 3.1491, -0.2438)
H (3.7864, 4.1681, 0.5477)
H (5.7930, 2.7110, -0.2439)
H (4.4717, 2.0606, -1.2404)
H (5.4495, 0.9692, -0.2661)
H (3.5444, -1.5117, 1.0838)
H (4.9370, -1.9538, 2.0831)
H (5.1608, -1.3701, 0.4227)
H (5.9272, 1.5957, 2.5486)
H (6.6953, 0.4833, 1.4021)
H (6.3311, -0.0555, 3.0445)
H (-1.3814, -2.3855, 2.5101)
H (-0.4850, -2.5535, 0.9955)
H (-2.7035, -0.4969, 1.2068)
H (-3.0607, -2.1745, 0.8032)
H (-3.6259, -1.5210, -3.8448)
H (-2.5247, -2.6918, -4.6040)
H (-2.1084, -0.9675, -4.5502)
H (-0.0349, -2.4139, -1.9138)
H (-0.0484, -1.0003, -3.0152)
H (-0.1714, -2.6538, -3.6555)
H (-3.5044, -3.8466, -2.4117)
H (-4.9849, -2.9955, -2.8991)
H (-4.8969, -3.7925, -1.3225)
H (-4.2875, -0.2317, -0.5190)
H (-5.3076, -1.5952, -0.0276)
H (-5.5127, -0.8512, -1.6263)
H (-3.9768, 1.3873, 1.0138)
H (-3.9305, 1.8591, -0.7016)
H (-5.1300, 2.5808, 0.3821)
H (-2.4286, 5.1157, 0.0492)
H (-4.1903, 4.9785, -0.0690)
H (-3.1563, 4.1269, -1.2357)
Se (0.3411, -4.4299, -0.4450)
Se (2.6114, -3.9346, -0.6508)
Te (2.7581, -2.1320, -2.3767)
Se (2.1890, -0.0642, -1.0840)
Cl (0.8617, 5.7080, -0.6536)
C (0.1485, 4.6558, -1.8893)
Cl (0.6503, 5.1834, -3.5008)
C (0.4640, 3.1613, -1.6340)
O (0.9939, 2.5204, -2.5293)
O (0.0613, 2.7309, -0.5041)
H (-0.9272, 4.7882, -1.8409)
S (-2.1717, 1.2507, -2.5591)
C (-1.8378, 1.7169, -4.1624)
N (-0.5819, 1.9867, -4.5848)
C (-0.2557, 2.3261, -5.8498)
C (-1.2093, 2.4053, -6.8169)
C (-2.5390, 2.1350, -6.4417)
C (-2.8486, 1.8005, -5.1531)
H (0.1586, 2.0044, -3.8641)
H (0.7930, 2.5238, -6.0169)
H (-0.9431, 2.6720, -7.8276)
H (-3.3277, 2.1918, -7.1809)
H (-3.8636, 1.5889, -4.8511)



> Which value of highest occupied orbital energy does entry 2 give?

-16.13 eV